[1]
# C5H7N3

A molecular structure, C5H7N3 in a non-equilibrium geometry (ωB97M-V/def2-TZVPD, the OMol25 dataset).

Atoms and positions in Å:
C -1.0419 1.2150 -0.7059
H 0.0150 0.5634 1.9115
H -1.2502 2.0937 -1.2566
H 1.6538 0.6560 1.4454
C 0.4206 0.8183 -0.3581
N -1.9931 -0.8792 -0.4044
C 0.6076 -1.0405 0.2005
H 2.0755 0.0222 -0.7146
C -0.9507 -1.3772 0.1510
H 0.9396 1.7562 -0.5194
N 0.9305 -0.3125 -1.0851
H -1.1754 -2.2450 0.5528
H 1.1744 -1.9604 0.4663
N -2.0994 0.4643 -0.7882
C 0.6937 0.2257 1.1047

* orbital gap: 9.326 eV
* ΔE to the lowest compared entry with this formula, charge and spin: 145.4 kcal/mol
* strongest force on any atom: 6.01 eV/A
* LUMO: 0.0 eV

---

[2]
# C13H11F3N2O3

C13H11F3N2O3 in the gas phase in a non-equilibrium geometry (ωB97M-V/def2-TZVPD, the OMol25 dataset).

Atoms and positions in Å:
H -2.8806 1.3777 -1.3438
H -3.3635 -1.4033 1.0711
H -5.0893 -1.3470 -1.9896
C 2.6183 -2.0137 -0.5016
F 2.6032 -3.3127 -0.2437
H 4.7080 0.1364 0.3148
C -2.3797 -0.9747 0.9709
H -3.9157 -0.2415 -2.7533
N -0.9473 0.7326 0.1105
O -4.3968 0.0848 -0.7651
C 1.4422 2.1710 0.3547
C -2.1730 0.1590 0.2517
H 2.6736 3.8908 0.0741
C 0.0637 0.1569 0.6810
C -3.2923 0.8894 -0.4483
H 0.5105 2.7134 0.3523
O 2.5810 -1.3380 0.6333
C 3.8331 2.0959 0.1933
H -3.3518 -1.4978 -1.6228
C -4.1637 -0.7954 -1.8397
F 3.7101 -1.7701 -1.2450
C 3.8004 0.7191 0.3337
N -0.0572 -0.9686 1.4201
H 4.7811 2.5960 0.0726
C -1.2802 -1.6328 1.6292
H 0.7540 -1.3894 1.8602
C 2.5853 0.0772 0.4950
C 2.6512 2.8191 0.1963
F 1.5738 -1.7552 -1.3096
O -1.3093 -2.6343 2.3076
C 1.3838 0.7866 0.5189
H -3.6731 1.6685 0.2214

* orbital gap: 8.805 eV
* ΔE to the lowest compared entry with this formula, charge and spin: 0.0 kcal/mol
* strongest force on any atom: 1.97 eV/A
* structure (SMILES): COCc1cc(=O)[nH]c(-c2ccccc2OC(F)(F)F)n1
* LUMO: -0.2 eV

---

[3]
# C47H74N6O7S

3 unconnected molecules or ions with the total composition C47H74N6O7S in a non-equilibrium geometry (ωB97M-V/def2-TZVPD, the OMol25 dataset).

Atoms and positions in Å:
H -7.6609 4.0054 -3.1794
H 3.3290 -3.6217 6.7197
H -4.1808 5.8833 -2.9758
H 4.1422 -1.2665 -1.6553
C 3.3024 -0.0165 -8.2033
N -0.7348 3.7857 -2.8151
C 4.5414 -1.4953 5.0986
C 4.1490 0.7245 -6.9997
N 3.4978 -2.9900 3.3970
H -8.2045 0.8391 -2.5105
C -6.9342 2.0286 -4.0583
H -3.4190 2.8678 -3.4044
S -8.8963 0.1652 -4.8174
C 2.1706 -2.3078 5.4445
C 2.7613 -0.5807 3.7127
H -2.6411 2.0461 5.5163
H 3.4693 1.5761 -6.6333
C -3.9471 0.8660 4.2957
H 2.6872 -5.5688 2.3609
C -2.5585 1.1853 4.8406
H 4.4019 -5.2333 2.0512
C -8.3497 1.3951 -3.5165
C 0.9026 -1.1303 -5.4660
C 2.0449 1.1974 -4.1477
H -0.0779 -0.3276 6.7619
C 5.9743 1.9955 -1.2426
H 4.9831 1.4531 -0.9450
H 6.4371 -2.1078 0.4528
H 2.1189 -1.5516 6.2361
C 0.4621 4.5891 -2.3882
H -1.8713 5.7114 -2.8317
C 1.3547 -0.0137 -4.9133
C -4.5397 4.8080 -2.7752
H 5.9386 3.8057 -2.6020
C -1.9064 -0.0045 5.5811
C 3.6846 -4.3711 3.9446
H -9.4150 -4.2623 -2.0693
H 6.1734 2.7891 -0.4181
H -2.1911 -1.3369 3.8216
C 1.6632 3.6115 -2.8083
H 4.2662 -2.7644 -0.5329
H 2.8882 -5.6873 5.4894
C 6.5766 0.0489 -0.1667
H 6.4579 2.2775 -3.5172
H -5.3244 -0.4346 8.0246
H 2.6114 -0.7858 -7.6576
H 2.7677 1.9840 -9.3079
H 2.6725 0.2242 4.4501
H -6.1116 1.2324 -3.8817
C -9.5906 -3.3732 -2.7688
H 3.9095 -1.0740 0.1882
H 5.3757 -1.4473 4.3908
H 1.7787 -0.6678 3.2405
H 1.1749 -2.3346 4.9851
C -1.9115 4.6389 -3.2841
H -9.1353 2.2304 -3.3709
C -3.2497 3.8231 -2.7866
H 5.3437 -5.5664 4.7390
H 0.1213 0.8323 5.4459
H -0.5918 -0.6919 3.9641
H 3.4809 -0.2537 2.9545
H -0.7127 1.3232 6.9039
H -2.9917 3.4739 -1.7024
C 4.4706 -0.4181 -5.9047
C -4.2800 -2.1461 5.2406
C 2.2723 1.0086 -8.9557
C 2.4449 -3.6690 6.0765
H -1.9066 4.6909 -4.4515
C -4.2312 -0.8891 6.1444
C 3.6043 1.2262 -3.9157
C 2.6229 -4.7404 5.0055
H -6.4040 3.0946 -2.0855
H -5.0421 3.5965 -4.7121
H -4.7668 -2.1141 7.8916
O 2.4316 -3.0316 2.5294
N -10.7833 -2.0340 -4.2193
H -7.0846 2.2740 -5.1781
H 0.5276 -2.1728 -5.8110
C -1.4351 -1.0648 4.5548
O -8.7368 -2.2656 -3.1041
H 3.9198 -6.4411 3.2450
H 5.2233 -4.0237 5.5143
H 1.6105 -3.9423 6.7309
C -5.1666 -1.2637 7.3294
C 3.2258 -1.9021 4.3894
H 3.9964 -0.5818 -8.9373
H 3.7191 -1.2882 -5.8724
H -4.0082 -1.9535 4.2040
O 7.0206 0.9571 -1.2252
H 1.9333 0.4493 -9.9247
H 0.5841 0.4185 -7.8141
H 4.8197 -2.1532 5.9204
H -3.8773 0.1568 3.4650
H 6.6473 -1.8674 -1.3996
C 4.6632 0.1155 -4.3894
N 1.0242 1.2777 -8.1755
N -10.8673 -3.1933 -3.4814
H -5.0666 1.1234 6.1034
C 1.1348 2.3680 -3.6234
C 6.1140 -1.4738 -0.4492
C -9.4745 -1.4006 -4.0155
C 3.2124 3.6465 -2.5304
C 5.7420 2.6596 -2.7047
H -1.9173 1.5106 4.0135
H 1.1688 1.9910 -7.4428
H -6.0518 5.1959 -4.4304
C 4.1688 2.4826 -3.0844
H -4.3935 1.7750 3.8791
H 5.1132 1.1540 -7.5002
C -6.6965 3.3772 -3.1637
N -2.8231 -0.6326 6.5844
H 5.4934 -0.8917 -6.2149
H 5.8647 -4.1269 3.8673
H -3.6341 -2.9403 5.6298
C -5.5576 4.2635 -3.9297
H 4.5483 -0.8088 -3.6877
H 3.6402 4.5486 -1.9297
C 3.6679 -5.4588 2.8321
C -0.4422 2.6485 -3.7322
H -5.0098 4.7228 -1.7192
C -0.5730 0.4835 6.2175
H 4.4566 -0.5005 5.5538
C -4.8500 0.3140 5.3950
C 4.5054 -1.6445 -0.6292
O -1.2440 2.0116 -4.5130
H 5.7730 0.4392 -4.2848
H -5.2947 -2.5610 5.1908
O 0.4746 5.7227 -1.8066
H -1.0972 -1.9765 5.0581
O 6.5048 0.4551 1.0565
H -6.1602 -1.5477 6.9666
C 5.1029 -4.5149 4.5513
O -2.8784 0.2052 7.6733
H -5.8132 0.0293 4.9563
H 1.6531 -4.9097 4.5203

* spin multiplicity: 3
* orbital gap: 7.457 eV
* strongest force on any atom: 6.85 eV/A
* LUMO: -1.3 eV

---

[4]
# C4H8O

C4H8O in the gas phase (ωB97M-V/def2-TZVPD, the OMol25 dataset).

Atoms and positions in Å:
H 1.4422 -0.4372 -2.2266
H 1.8852 -1.0987 -0.6507
H -0.9848 -0.8786 0.8069
C -1.7002 0.9642 1.2138
O -0.5505 1.4258 1.6204
H -2.2638 0.5755 2.1187
C 1.0372 -0.7869 -1.2714
H 0.8698 1.2184 -0.4889
H -0.6087 0.6360 -1.2472
C -0.2870 -0.0226 0.7507
H 0.5044 -0.2640 1.4702
H 0.4231 -1.6704 -1.4776
C 0.2331 0.3386 -0.6182

* orbital gap: 8.504 eV
* ΔE to the lowest compared entry with this formula, charge and spin: 118.2 kcal/mol
* strongest force on any atom: 0.60 eV/A
* LUMO: 0.7 eV

---

[5]
# C7H18N2O

3 unconnected molecules or ions with the total composition C7H18N2O in a non-equilibrium geometry (ωB97M-V/def2-TZVPD, the OMol25 dataset).

Atoms and positions in Å:
H 2.7785 0.7986 1.5687
H -2.0440 2.2004 -0.6643
H 1.8359 -2.2123 -0.5704
H 1.8510 -0.1563 -2.0853
O -1.3545 0.5233 1.3732
C 2.0925 0.4516 -1.2087
H -0.4096 -0.8706 -1.4820
H 1.1827 0.3106 2.1351
H 1.5583 -2.0170 1.1679
H 3.1198 -1.5968 0.4700
H -0.6327 -1.6197 0.2134
C -1.0622 1.7230 -0.7239
H 1.3735 1.7395 1.1014
C -1.0669 0.4428 0.0469
H -0.8234 1.5450 -1.7689
C 1.7187 0.7157 1.2731
H -3.3222 -0.0242 -1.0065
C 2.0320 -1.5678 0.2905
H -0.3258 2.4172 -0.3104
H -1.5300 1.4371 1.6284
C 1.5573 -0.1568 0.0592
H 1.7136 1.4624 -1.3774
H 3.1924 0.5339 -1.1805
N -3.4938 -1.3627 0.3972
H -3.1555 -2.2953 0.6026
N -2.8429 -0.8886 -0.7491
H -3.3481 -0.7801 1.2272
C -0.5945 -0.7528 -0.4275

* orbital gap (spin up / spin down): 7.223 / 6.411 eV
* ΔE to the lowest compared entry with this formula, charge and spin: 137.3 kcal/mol
* strongest force on any atom: 2.30 eV/A
* LUMO (spin up / spin down): 0.5 / 0.5 eV

---

[6]
# C22H32AsBNOPW

A molecular structure, C22H32AsBNOPW in a non-equilibrium geometry (ωB97M-V/def2-TZVPD, the OMol25 dataset).

Atoms and positions in Å:
H 2.2715 2.4399 -2.3179
O -3.4444 0.5033 -0.6471
H -2.1628 -3.7068 -0.8807
H 0.0371 -2.5311 -2.6649
H 1.0948 1.2696 -4.0116
C -0.5345 3.0189 5.2812
H 0.2332 -3.1207 -0.6045
H 3.0427 -0.4612 0.9322
P 0.2758 1.2072 -1.7443
H 1.5438 -0.1536 -0.4906
H -1.8322 1.6339 6.3347
C -2.6497 -4.0014 3.6944
H -0.3694 3.2032 -2.9392
C 1.9346 1.9204 -1.4122
H 0.7614 4.1879 3.9903
H -0.5921 3.3810 -1.1647
C -2.4524 -1.7047 2.9416
C 4.2748 -1.0251 2.5946
C -0.4707 -3.0915 3.1037
C 1.9284 -1.0796 4.1018
C -0.3501 1.0368 3.3232
H 5.1899 -1.0178 1.9988
As 0.0299 -0.3991 2.0005
H 1.0545 -0.4124 -3.3984
C 0.3067 2.2590 3.1364
C -2.3230 0.1316 -0.5239
C -1.1323 0.8176 4.4636
H -2.9233 -0.7506 2.6946
H 0.6027 -3.2236 2.9617
H -0.2255 1.0851 0.2764
H -0.5933 3.7906 6.0480
C 0.2269 3.2457 4.1268
H -0.7977 -5.1147 3.7837
H -3.2656 -4.8398 4.0321
C 1.8670 -0.8110 2.7316
C 3.1581 -1.3171 4.7243
H 5.2873 -1.5065 4.4357
H 1.8725 2.5946 -0.5494
H -4.3227 -2.6410 3.4963
C -0.7070 2.7049 -2.0205
C -3.2434 -2.7726 3.3882
H -0.4489 0.3729 -3.9178
H 2.6860 1.1591 -1.1792
C -1.0625 -1.8528 2.8441
C -1.2230 1.8138 5.4451
N -1.8790 -2.8957 -1.4413
H -1.6707 -0.1186 4.5983
W -0.4386 -0.4764 -0.3467
C 4.3290 -1.3049 3.9619
C 3.0493 -0.7402 1.9830
C -1.2663 -4.1581 3.5469
H 1.4525 -0.5394 0.2104
C 0.5162 0.5409 -3.4259
H -1.7724 2.4749 -2.1145
H -2.0789 -1.9397 -0.9388
H 0.8849 2.4285 2.2255
H 3.1930 -1.5126 5.7963
H -2.3825 -2.9524 -2.3300
B -0.3537 -2.7016 -1.5576
H 1.0190 -1.0926 4.6997

* net charge: +3
* spin multiplicity: 4
* orbital gap (spin up / spin down): 5.199 / 3.830 eV
* ΔE to the lowest compared entry with this formula, charge and spin: 0.0 kcal/mol
* strongest force on any atom: 7.59 eV/A
* LUMO (spin up / spin down): -11.9 / -13.2 eV

---

The highest strongest force on any atom belongs to which entry? C22H32AsBNOPW

---

Please write out number 6 again, unchanged.
# C22H32AsBNOPW

A molecular structure, C22H32AsBNOPW in a non-equilibrium geometry (ωB97M-V/def2-TZVPD, the OMol25 dataset).

Atoms and positions in Å:
H 2.2715 2.4399 -2.3179
O -3.4444 0.5033 -0.6471
H -2.1628 -3.7068 -0.8807
H 0.0371 -2.5311 -2.6649
H 1.0948 1.2696 -4.0116
C -0.5345 3.0189 5.2812
H 0.2332 -3.1207 -0.6045
H 3.0427 -0.4612 0.9322
P 0.2758 1.2072 -1.7443
H 1.5438 -0.1536 -0.4906
H -1.8322 1.6339 6.3347
C -2.6497 -4.0014 3.6944
H -0.3694 3.2032 -2.9392
C 1.9346 1.9204 -1.4122
H 0.7614 4.1879 3.9903
H -0.5921 3.3810 -1.1647
C -2.4524 -1.7047 2.9416
C 4.2748 -1.0251 2.5946
C -0.4707 -3.0915 3.1037
C 1.9284 -1.0796 4.1018
C -0.3501 1.0368 3.3232
H 5.1899 -1.0178 1.9988
As 0.0299 -0.3991 2.0005
H 1.0545 -0.4124 -3.3984
C 0.3067 2.2590 3.1364
C -2.3230 0.1316 -0.5239
C -1.1323 0.8176 4.4636
H -2.9233 -0.7506 2.6946
H 0.6027 -3.2236 2.9617
H -0.2255 1.0851 0.2764
H -0.5933 3.7906 6.0480
C 0.2269 3.2457 4.1268
H -0.7977 -5.1147 3.7837
H -3.2656 -4.8398 4.0321
C 1.8670 -0.8110 2.7316
C 3.1581 -1.3171 4.7243
H 5.2873 -1.5065 4.4357
H 1.8725 2.5946 -0.5494
H -4.3227 -2.6410 3.4963
C -0.7070 2.7049 -2.0205
C -3.2434 -2.7726 3.3882
H -0.4489 0.3729 -3.9178
H 2.6860 1.1591 -1.1792
C -1.0625 -1.8528 2.8441
C -1.2230 1.8138 5.4451
N -1.8790 -2.8957 -1.4413
H -1.6707 -0.1186 4.5983
W -0.4386 -0.4764 -0.3467
C 4.3290 -1.3049 3.9619
C 3.0493 -0.7402 1.9830
C -1.2663 -4.1581 3.5469
H 1.4525 -0.5394 0.2104
C 0.5162 0.5409 -3.4259
H -1.7724 2.4749 -2.1145
H -2.0789 -1.9397 -0.9388
H 0.8849 2.4285 2.2255
H 3.1930 -1.5126 5.7963
H -2.3825 -2.9524 -2.3300
B -0.3537 -2.7016 -1.5576
H 1.0190 -1.0926 4.6997

* net charge: +3
* spin multiplicity: 4
* orbital gap (spin up / spin down): 5.199 / 3.830 eV
* ΔE to the lowest compared entry with this formula, charge and spin: 0.0 kcal/mol
* strongest force on any atom: 7.59 eV/A
* LUMO (spin up / spin down): -11.9 / -13.2 eV

---

Which value of strongest force on any atom does entry 1 give? 6.01 eV/A

---

The lowest strongest force on any atom belongs to which entry? C4H8O